Entry 1:
The following is a DFT calculation (ωB97M-V/def2-TZVPD) of a structure of composition C45H49F5N7OTi at a distorted geometry.

Structure (XYZ):
```
108
Properties=species:S:1:pos:R:3:forces:R:3:lowdin_charge:R:1
Ti 0.529 0.888 -0.516 0.776 -0.132 -0.879 1.10
N -0.233 4.553 1.687 -0.159 0.118 -0.004 0.15
C 0.423 3.486 1.215 0.224 0.035 0.346 -0.12
N 0.140 2.885 0.111 -0.531 -0.022 -0.445 0.04
C -0.962 3.356 -0.653 -0.099 0.143 -0.001 -0.28
N -1.195 2.837 -1.802 0.147 -0.143 -0.217 0.11
N -0.310 1.824 -2.081 -0.209 -0.146 0.624 -0.18
C -0.018 1.611 -3.372 0.665 -0.138 -0.571 -0.12
C 1.151 0.860 -3.588 -0.818 0.447 0.210 -0.30
C 1.704 0.631 -4.867 0.362 -0.244 -0.245 -0.06
C 2.892 -0.040 -4.975 -0.367 0.230 -0.215 -0.10
C 3.524 -0.503 -3.811 -0.041 0.027 0.485 -0.07
C 2.930 -0.252 -2.596 0.635 -0.463 -0.187 -0.15
N 1.783 0.426 -2.451 -1.235 0.479 0.948 0.03
C -1.803 4.427 -0.115 0.305 -0.121 0.221 -0.09
C -2.980 4.856 -0.723 -0.072 0.010 -0.013 -0.01
C -3.733 5.863 -0.149 0.006 -0.042 -0.054 -0.07
C -3.323 6.451 1.045 0.018 0.003 0.034 -0.08
C -2.160 6.034 1.665 -0.042 0.055 0.070 -0.02
C -1.408 5.024 1.082 0.085 -0.103 -0.060 -0.18
H 0.020 4.896 2.599 0.010 0.015 0.003 0.16
H 1.249 3.119 1.818 -0.008 -0.010 -0.028 0.13
H -0.568 2.113 -4.157 0.078 0.119 0.077 0.10
H 1.171 0.996 -5.736 0.024 -0.014 0.003 0.10
H 3.332 -0.223 -5.948 -0.015 0.001 -0.012 0.10
H 4.445 -1.068 -3.850 -0.009 0.021 0.036 0.10
H 3.380 -0.628 -1.689 -0.042 0.028 -0.093 0.07
H -3.289 4.369 -1.638 0.002 0.014 0.000 0.12
H -4.649 6.187 -0.624 0.013 -0.005 0.015 0.10
H -3.919 7.231 1.501 -0.004 -0.003 -0.012 0.10
H -1.843 6.474 2.604 0.003 -0.008 -0.029 0.11
C -1.078 -4.441 1.187 0.045 -0.018 0.021 -0.09
C -1.317 -3.559 -0.027 0.032 0.047 0.035 -0.26
N -1.836 -2.236 0.300 -0.028 0.005 0.044 -0.17
C -2.995 -2.235 1.180 -0.042 -0.054 -0.016 -0.24
C -4.273 -2.853 0.606 0.003 0.019 0.017 -0.08
C -2.020 -1.463 -0.915 0.046 0.063 0.044 -0.19
C -2.429 -0.020 -0.643 0.020 -0.076 -0.001 -0.21
N -1.456 0.597 0.252 0.238 0.208 -0.329 -0.06
C -1.900 1.209 1.369 0.180 -0.208 0.179 -0.21
C -1.005 1.275 2.461 -0.091 -0.098 -0.181 -0.17
F 0.185 0.669 2.272 0.094 0.045 0.121 0.08
C -1.282 1.898 3.648 -0.014 0.048 0.051 -0.23
F -0.347 1.913 4.617 -0.017 0.002 -0.012 0.08
C -2.503 2.521 3.859 0.037 0.034 0.053 0.04
C -3.405 2.469 2.815 -0.064 0.037 -0.032 -0.23
F -4.593 3.091 2.948 0.038 -0.024 0.002 0.08
C -3.134 1.846 1.612 -0.087 0.042 -0.042 -0.15
F -4.063 1.948 0.635 0.034 -0.001 0.027 0.08
H -0.451 -5.286 0.897 -0.044 -0.005 0.011 0.07
H -2.004 -4.837 1.613 0.048 0.021 -0.006 0.06
H -0.546 -3.885 1.962 0.007 0.003 -0.013 0.08
H -1.985 -4.080 -0.735 0.049 -0.057 -0.040 0.11
H -0.360 -3.402 -0.529 0.008 0.020 -0.072 0.09
H -3.196 -1.204 1.483 0.017 -0.041 0.017 0.10
H -2.718 -2.762 2.094 -0.007 0.006 0.008 0.10
H -4.614 -2.320 -0.284 -0.003 -0.016 0.021 0.06
H -5.076 -2.812 1.346 0.017 -0.013 -0.018 0.07
H -4.119 -3.899 0.332 -0.015 0.014 -0.001 0.07
H -2.765 -1.920 -1.589 0.017 0.016 -0.080 0.12
H -1.069 -1.480 -1.462 0.004 -0.010 -0.001 0.10
H -3.430 -0.012 -0.212 0.012 0.047 -0.004 0.10
H -2.490 0.520 -1.594 0.016 -0.024 -0.030 0.11
H -2.733 3.025 4.786 -0.007 -0.029 -0.021 0.13
F 4.378 2.244 5.486 -0.013 -0.006 -0.021 0.03
C 3.933 1.924 4.241 0.004 -0.020 0.007 -0.30
C 4.083 2.835 3.220 -0.005 0.047 -0.073 -0.03
C 3.626 2.493 1.950 0.025 0.062 -0.014 -0.07
C 3.010 1.264 1.683 -0.039 0.060 0.031 -0.32
C 2.502 0.951 0.335 -0.149 0.085 0.059 -0.20
C 2.904 0.370 2.756 -0.045 -0.068 0.021 -0.05
C 3.355 0.689 4.026 -0.008 -0.047 -0.008 0.00
H 4.565 3.786 3.413 -0.009 -0.021 -0.013 0.11
H 3.765 3.197 1.135 -0.010 -0.010 0.016 0.11
H 3.100 1.447 -0.429 0.029 -0.115 -0.072 0.06
H 2.501 -0.138 0.144 0.151 -0.090 0.018 0.03
H 2.453 -0.601 2.584 0.035 0.035 0.013 0.10
H 3.267 -0.012 4.846 -0.007 0.007 -0.008 0.12
C 4.859 -1.904 0.567 -0.025 -0.020 -0.021 -0.06
C 4.217 -3.289 0.691 -0.112 0.005 0.001 -0.37
C 3.031 -3.271 1.661 0.022 0.006 0.019 -0.08
C 3.879 -3.882 -0.667 0.129 -0.058 -0.028 -0.15
C 4.724 -4.868 -1.152 -0.020 0.043 0.017 -0.09
C 4.534 -5.463 -2.393 -0.034 0.066 0.018 -0.14
C 3.427 -5.061 -3.121 -0.022 0.004 0.053 -0.10
C 2.525 -4.094 -2.681 -0.015 -0.046 -0.112 -0.14
C 1.283 -3.954 -3.561 -0.028 0.053 0.077 -0.36
C 0.602 -2.582 -3.582 0.017 -0.041 -0.009 -0.06
C 0.291 -5.074 -3.206 0.025 0.063 -0.027 -0.07
C 2.752 -3.410 -1.435 0.158 0.185 0.161 -0.33
O 2.047 -2.417 -0.998 -0.215 -0.301 -0.030 -0.15
H 5.052 -1.462 1.549 0.007 -0.018 -0.004 0.07
H 4.199 -1.234 0.020 0.063 -0.015 0.053 0.04
H 5.807 -1.968 0.027 -0.032 0.009 -0.021 0.08
H 4.972 -3.954 1.123 0.026 0.003 0.048 0.11
H 2.212 -2.686 1.242 0.002 -0.017 0.016 0.06
H 3.332 -2.847 2.625 0.008 -0.029 -0.014 0.06
H 2.669 -4.287 1.837 -0.024 0.007 -0.019 0.08
H 5.569 -5.173 -0.537 -0.015 0.007 0.001 0.10
H 5.216 -6.216 -2.768 -0.011 -0.004 -0.006 0.08
H 3.232 -5.533 -4.082 -0.010 0.015 0.000 0.10
H 1.621 -4.158 -4.583 -0.030 -0.030 -0.055 0.12
H 0.644 -2.129 -2.597 -0.045 -0.012 0.015 0.03
H -0.440 -2.670 -3.907 0.011 -0.014 -0.039 0.07
H 1.110 -1.914 -4.277 -0.003 0.016 0.051 0.06
H 0.019 -5.025 -2.152 -0.058 0.030 0.093 0.06
H 0.742 -6.053 -3.384 -0.004 0.016 0.035 0.07
H -0.624 -4.998 -3.803 0.030 -0.002 0.011 0.07
```
Positions in Å, forces in eV/Å.

Computed properties:
**Charge**: -1
**Kohn-Sham gap (alpha / beta)**: 5.09 / 5.09 eV
**HOMO energy (alpha / beta)**: -0.122 / -0.122 Eh

Entry 2:
The following is a DFT calculation (ωB97M-V/def2-TZVPD) of a structure of composition C45H50BF4IN8O9Ti at a distorted geometry.

Structure (XYZ):
```
119
Properties=species:S:1:pos:R:3:forces:R:3:lowdin_charge:R:1
Ti -0.131 0.323 -0.377 0.540 -1.292 -2.305 1.29
C 1.632 -5.784 0.981 -1.620 -1.090 1.046 -0.11
C 2.463 -4.591 1.432 0.109 0.049 0.328 -0.20
C 2.219 -3.378 0.606 1.826 -1.196 -0.088 -0.19
C 3.079 -2.920 -0.349 0.687 2.328 -1.323 -0.12
C 4.501 -3.206 -0.810 -0.095 -1.640 0.533 -0.20
C 5.509 -2.082 -0.540 -1.023 1.430 1.590 -0.12
C 2.441 -1.728 -0.930 -1.855 0.200 -0.043 -0.19
C 3.011 -0.750 -1.799 2.003 -1.529 0.689 0.00
C 2.371 0.376 -2.230 -0.123 1.887 1.203 -0.24
C 3.006 1.748 -2.436 -1.934 0.719 -0.318 -0.12
C 4.463 2.047 -2.332 1.221 -1.595 -0.317 -0.20
C 5.180 1.449 -3.588 1.375 -0.915 -0.042 -0.12
C 1.982 2.649 -2.618 0.676 -0.592 0.809 -0.08
C 0.651 1.967 -2.199 1.997 -0.793 -0.783 -0.51
C -0.486 2.091 -3.151 -0.144 0.434 -0.085 0.04
C -1.639 1.586 -2.721 -0.413 -1.776 0.594 -0.25
N -1.731 0.712 -1.592 0.047 1.270 1.257 0.00
C -3.082 0.908 -1.017 0.205 0.207 -2.395 -0.30
C -3.709 -0.202 -0.259 1.119 -0.594 0.539 0.00
C -2.967 -1.210 0.313 -0.275 1.369 0.616 -0.17
N -1.549 -1.388 0.251 -2.205 1.388 -1.004 0.05
C -1.285 -2.292 1.197 -0.472 0.057 0.524 -0.30
C -0.060 -2.794 1.443 2.733 -1.094 0.446 0.03
C 1.067 -2.608 0.573 -2.357 1.985 -0.057 -0.20
N 1.144 -1.599 -0.415 0.939 -0.655 0.738 0.07
C -2.463 -2.698 1.943 -1.128 0.118 0.280 -0.12
C -3.551 -2.042 1.408 1.538 -0.397 -0.143 -0.10
C -5.018 -2.049 1.753 0.013 -1.365 1.025 -0.19
C -5.727 -3.372 1.325 -0.051 -0.171 0.417 -0.10
C -2.397 -3.804 2.979 -0.770 0.705 1.203 -0.19
C -2.169 -5.138 2.297 0.948 -1.434 0.420 -0.12
C -3.840 1.155 -2.366 -0.410 0.793 -1.316 -0.08
C -2.976 1.632 -3.309 -1.878 0.923 0.387 -0.10
C -3.339 2.344 -4.642 0.489 -1.349 0.321 -0.16
C -2.402 1.887 -5.753 1.502 0.940 0.103 -0.12
C -5.347 0.873 -2.493 1.619 -0.335 0.969 -0.18
C -5.659 -0.599 -2.813 -0.558 -0.035 -0.605 -0.10
N 1.053 0.535 -2.140 -1.344 -0.001 0.787 0.05
C 2.134 4.133 -2.905 -0.795 -0.797 -0.964 -0.19
C 1.539 5.005 -1.717 1.470 -0.990 -1.064 -0.07
H 1.001 -6.188 1.869 0.860 0.637 -1.508 0.08
H 2.239 -6.623 0.667 0.305 -0.363 -0.198 0.04
H 0.947 -5.565 0.144 0.210 0.091 0.458 0.08
H 3.545 -4.826 1.330 -0.615 0.065 0.420 0.10
H 2.171 -4.407 2.480 0.691 0.185 -0.353 0.08
H 4.468 -3.476 -1.896 0.129 0.139 0.795 0.11
H 4.928 -4.069 -0.237 -0.658 0.156 -0.730 0.09
H 6.074 -1.812 -1.424 -0.018 0.361 -0.150 0.06
H 6.231 -2.376 0.234 -0.080 -0.086 -0.174 0.06
H 4.919 -1.204 -0.067 1.360 -1.135 -1.006 0.09
H 4.130 -0.794 -1.844 -1.376 0.262 -0.341 0.09
H 4.948 1.513 -1.442 -1.093 0.672 -0.949 0.13
H 4.707 3.120 -2.198 -0.279 -0.453 -0.158 0.11
H 4.832 0.399 -3.881 0.337 1.305 0.855 0.08
H 6.317 1.380 -3.376 -1.581 0.145 -0.515 0.08
H 5.025 2.025 -4.509 0.042 0.196 0.317 0.05
H -0.413 2.480 -4.163 0.308 0.278 0.566 0.09
H -4.768 -0.004 -0.037 0.774 -0.604 0.079 0.10
H 0.121 -3.365 2.392 -0.227 0.406 -1.286 0.11
H -5.518 -1.209 1.330 -0.226 0.656 -0.515 0.07
H -5.203 -1.949 2.860 0.475 -0.038 -0.866 0.12
H -5.373 -3.752 0.344 -0.104 0.248 0.596 0.08
H -6.836 -3.270 1.274 0.677 0.066 0.075 0.06
H -5.502 -4.114 2.127 -0.150 0.182 -0.828 0.06
H -3.368 -3.804 3.564 0.848 -0.064 -0.677 0.11
H -1.598 -3.668 3.777 -0.811 0.177 -1.084 0.12
H -2.509 -5.209 1.275 -0.642 0.176 -0.209 0.08
H -2.525 -6.011 2.879 -0.261 0.443 -0.196 0.07
H -1.101 -5.352 2.192 0.005 0.310 0.071 0.04
H -3.251 3.428 -4.607 0.016 0.126 0.627 0.11
H -4.373 2.138 -4.946 0.110 -0.135 0.334 0.09
H -1.406 2.379 -5.679 -0.711 -0.211 0.125 0.06
H -2.718 2.174 -6.732 -0.665 0.054 -0.790 0.05
H -2.151 0.847 -5.738 -0.246 -0.834 0.048 0.07
H -5.853 1.428 -3.265 0.052 0.674 -0.160 0.09
H -5.684 1.185 -1.509 -0.883 -0.052 0.064 0.09
H -5.351 -0.754 -3.852 0.175 -0.227 0.099 0.07
H -6.745 -0.771 -2.819 0.040 0.163 0.114 0.06
H -5.232 -1.392 -2.202 0.367 0.388 0.199 0.06
H 1.569 4.378 -3.883 0.403 -0.332 1.446 0.12
H 3.182 4.239 -3.263 -0.348 0.606 0.864 0.09
H 0.440 4.950 -1.890 0.798 0.621 0.634 0.08
H 2.073 5.976 -1.779 -1.066 -0.019 0.084 0.06
H 1.847 4.538 -0.757 -0.500 0.204 -0.552 0.08
O -4.277 2.289 0.617 1.777 0.837 -0.904 0.13
C -3.318 2.260 -0.135 -1.917 -1.788 -0.922 -0.20
N 2.077 -0.718 4.927 0.629 0.919 1.158 0.21
C 2.545 -1.906 4.626 -1.016 -0.932 -1.584 -0.62
O 1.864 -2.684 3.947 0.954 -0.061 0.791 0.03
C 3.882 -2.386 5.109 1.073 -0.406 1.341 -0.46
I 5.708 -1.070 5.287 -1.346 -0.472 0.073 0.59
H 1.186 -0.445 4.568 -0.516 0.194 -0.236 0.07
H 2.570 -0.091 5.538 0.040 0.178 -0.265 0.10
H 4.288 -3.116 4.444 -0.122 -0.291 -0.675 0.01
H 3.757 -2.933 6.080 0.219 0.850 -0.576 0.07
F 3.597 -0.103 1.335 0.008 0.234 -0.140 0.14
B 2.829 1.059 1.366 -0.766 -0.985 0.025 -1.20
F 2.642 1.447 2.675 0.113 0.536 0.203 0.15
F 3.243 2.017 0.494 0.508 0.461 0.063 0.19
F 1.433 0.700 0.897 0.423 -0.185 0.599 -0.02
O 0.995 6.297 3.412 -1.458 1.084 -2.702 0.01
N 0.255 6.163 2.374 1.948 0.744 2.490 -0.32
O 0.032 6.994 1.488 0.942 -0.289 1.806 0.04
C -0.330 4.880 2.277 -0.441 1.373 -2.068 -0.19
C -1.063 4.770 1.092 -0.670 -3.264 -0.539 0.10
C -1.482 3.457 0.764 -0.435 2.333 0.768 -0.06
C -1.171 2.278 1.607 1.363 1.124 -0.076 -0.20
O -1.102 1.101 1.120 -1.312 0.948 0.995 -0.11
C -0.661 2.631 2.918 1.294 0.317 -0.648 -0.01
C -0.072 3.897 3.166 -1.655 -1.607 -0.552 0.09
N -0.209 1.600 3.854 -1.133 -1.241 -0.374 -0.31
O -0.730 0.466 3.748 1.178 1.727 0.451 0.07
O 0.602 1.914 4.718 -0.517 -0.534 -0.265 0.04
N -2.415 3.407 -0.307 0.705 -1.713 1.072 -0.12
O -2.427 4.201 -1.289 -0.284 -0.103 0.152 0.03
O 0.290 2.198 -0.855 -0.129 -0.090 -0.436 -0.19
H -1.231 5.590 0.377 0.024 -0.672 0.701 0.13
H 0.539 4.034 4.013 0.468 0.170 0.674 0.12
```
Positions in Å, forces in eV/Å.

Computed properties:
**Spin multiplicity**: 3
**Charge**: -2
**Kohn-Sham gap (alpha / beta)**: 4.10 / 5.23 eV
**HOMO energy (alpha / beta)**: -0.027 / -0.068 Eh